# 1
Formula: C25H28AuF5O2
Source: OMol25
Level of theory: ωB97M-V/def2-TZVPD

Geometry (Å):
1 O 0.163 -0.127 -5.265
2 C -0.012 1.171 -5.920
3 C -0.252 0.577 -7.305
4 H 0.896 1.775 -5.856
5 H -0.876 1.710 -5.522
6 C -0.033 -0.770 -6.557
7 H 0.518 0.808 -8.037
8 H -1.261 0.710 -7.689
9 C 1.194 -1.513 -7.040
10 H 2.070 -0.858 -7.082
11 H 1.003 -1.897 -8.052
12 H 1.415 -2.364 -6.384
13 C -1.248 -1.671 -6.565
14 H -2.147 -1.128 -6.255
15 H -1.094 -2.524 -5.892
16 H -1.408 -2.056 -7.581
17 Au -0.217 -0.237 3.078
18 C -2.419 -0.944 3.919
19 C -2.148 0.467 4.087
20 C -2.179 1.078 2.772
21 H -2.096 0.998 5.030
22 C -2.629 0.074 1.847
23 C -2.739 -1.159 2.541
24 H -3.077 -2.097 2.104
25 H -2.501 -1.675 4.723
26 H -2.048 2.138 2.562
27 H -2.935 0.254 0.816
28 C 0.785 -2.032 4.221
29 C 0.002 -2.826 3.313
30 C 0.507 -2.620 2.000
31 H -0.787 -3.521 3.599
32 C 1.592 -1.693 2.060
33 C 1.811 -1.362 3.441
34 H 2.670 -0.827 3.839
35 H 0.727 -2.050 5.306
36 H 0.183 -3.141 1.102
37 H 2.222 -1.384 1.228
38 O 0.012 0.161 0.434
39 C -0.398 -0.724 -0.640
40 C -0.714 0.163 -1.838
41 H -1.264 -1.316 -0.296
42 H 0.444 -1.409 -0.853
43 C 0.175 1.392 -1.581
44 H -1.775 0.460 -1.777
45 H -0.516 -0.303 -2.809
46 C 0.119 1.515 -0.065
47 H -0.145 2.299 -2.105
48 H 1.213 1.153 -1.872
49 H -0.767 2.085 0.272
50 H 1.032 1.973 0.340
51 F -0.091 0.183 6.221
52 C 0.662 1.116 5.572
53 C 0.794 1.123 4.197
54 C 1.742 1.933 3.600
55 F 2.067 1.769 2.281
56 C 2.476 2.852 4.338
57 F 3.396 3.656 3.749
58 C 2.270 2.882 5.723
59 F 2.992 3.739 6.468
60 C 1.379 2.009 6.355
61 F 1.248 2.004 7.698

Properties
Highest occupied orbital energy (spin up / spin down) ... -6.489 / -7.318 eV
Energy above the lowest of the compared OMol25 structures with the same formula, charge and spin ... 0.0 kcal per mole
DFT total energy ... -47745.631 eV
⟨S²⟩ ... 2.0140
Multiplicity ... 3
E_LUMO (spin up / spin down) ... 0.6545 / -1.6710 eV
Orbital gap (spin up / spin down) ... 7.143 / 5.647 eV

---

# 2
Formula: C4H12
Source: OMol25
Level of theory: ωB97M-V/def2-TZVPD

Geometry (Å):
1 C -1.568 -0.981 0.295
2 C -1.494 0.308 1.139
3 H -0.579 -1.382 0.059
4 H -1.977 -1.846 0.825
5 H -2.079 -0.849 -0.676
6 H -1.782 1.141 0.517
7 H -0.522 0.387 1.641
8 H -2.180 0.168 1.982
9 C 1.172 -0.048 -1.222
10 C 1.946 0.783 -0.151
11 H 1.079 -1.117 -1.089
12 H 0.128 0.299 -1.140
13 H 1.472 0.105 -2.263
14 H 2.281 1.609 -0.806
15 H 1.314 1.171 0.612
16 H 2.786 0.251 0.276

Properties
Highest occupied orbital energy ... -11.142 eV
Energy above the lowest of the compared OMol25 structures with the same formula, charge and spin ... 14.3 kcal per mole
DFT total energy ... -4341.907 eV
E_LUMO ... 1.1961 eV
SMILES string ... CC.CC
Orbital gap ... 12.338 eV

---

# 3
Formula: C5H11N4S
Source: OMol25
Level of theory: ωB97M-V/def2-TZVPD

Geometry (Å):
1 C -1.596 0.246 0.571
2 C 0.709 -0.845 1.037
3 C -0.478 -0.981 -1.110
4 C 0.412 1.519 0.501
5 C -0.686 -0.979 0.415
6 N -0.924 1.265 -0.228
7 N 1.268 0.377 0.545
8 N 3.310 -0.996 -0.236
9 N -0.568 0.481 -1.446
10 S 2.882 0.353 -0.078
11 H -2.531 0.164 0.197
12 H -1.860 0.660 1.634
13 H 0.627 -0.811 2.205
14 H 1.427 -1.763 0.732
15 H -1.384 -1.609 -1.637
16 H 0.554 -1.279 -1.367
17 H 0.743 2.390 -0.143
18 H 0.021 1.969 1.375
19 H -0.961 -1.941 0.877
20 H -1.320 0.817 -2.055
21 H 0.354 0.963 -1.789

Properties
Highest occupied orbital energy ... -13.533 eV
Energy above the lowest of the compared OMol25 structures with the same formula, charge and spin ... 121.5 kcal per mole
DFT total energy ... -22147.895 eV
E_LUMO ... -3.9982 eV
Orbital gap ... 9.534 eV
Net charge ... +1

---

# 4
Formula: C31H58N5O4OsS2Si
Source: OMol25
Level of theory: ωB97M-V/def2-TZVPD

Geometry (Å):
1 Os -1.106 0.623 0.106
2 C 3.499 -1.311 1.143
3 C 2.634 -1.196 -0.111
4 C 1.759 -2.450 -0.228
5 C 3.528 -1.123 -1.353
6 O 1.751 -0.081 -0.022
7 Si 2.166 1.532 -0.110
8 S 0.285 2.432 0.339
9 O 2.628 1.787 -1.632
10 C 2.871 2.948 -2.444
11 C 4.091 2.622 -3.298
12 C 3.140 4.169 -1.575
13 C 1.635 3.160 -3.313
14 O 3.345 1.917 0.920
15 C 3.472 2.552 2.211
16 C 2.565 1.852 3.216
17 C 3.105 4.028 2.095
18 C 4.935 2.405 2.611
19 H 4.078 -2.235 1.125
20 H 2.882 -1.300 2.041
21 H 4.179 -0.463 1.178
22 H 2.397 -3.261 -0.591
23 H 0.240 -1.389 -1.257
24 H 0.837 -2.274 1.686
25 H 4.145 -2.019 -1.423
26 H 4.180 -0.256 -1.288
27 H 2.923 -1.024 -2.254
28 H 4.967 2.494 -2.661
29 H 4.282 3.430 -4.005
30 H 3.926 1.697 -3.851
31 H 3.998 3.976 -0.930
32 H 2.274 4.385 -0.946
33 H 3.352 5.036 -2.200
34 H 1.452 2.273 -3.921
35 H 1.782 4.015 -3.972
36 H 0.764 3.341 -2.682
37 H 1.528 1.949 2.897
38 H 2.680 2.302 4.202
39 H 2.820 0.793 3.280
40 H 2.079 4.138 1.743
41 H 3.772 4.531 1.396
42 H 3.196 4.505 3.071
43 H 5.202 1.352 2.713
44 H 5.111 2.901 3.565
45 H 5.576 2.859 1.857
46 C -1.671 1.807 3.337
47 C -1.877 0.315 3.074
48 C -1.678 -0.463 4.382
49 C -0.935 -0.247 2.003
50 H -2.411 2.168 4.053
51 H -1.752 2.387 2.419
52 H -0.681 1.984 3.758
53 H -2.912 0.150 2.746
54 H -0.627 -0.435 4.676
55 H -1.982 -1.505 4.272
56 H -2.268 -0.016 5.183
57 H -1.136 -1.322 1.904
58 H 0.104 -0.116 2.330
59 C -2.879 -5.320 -0.043
60 C -1.666 -6.187 0.274
61 C -1.439 -6.259 1.783
62 C -0.423 -5.724 -0.504
63 N 0.019 -4.336 -0.275
64 C -0.099 -3.412 -1.217
65 N 0.670 -2.312 -1.176
66 N 1.228 -2.946 1.030
67 N 0.546 -4.098 0.940
68 H -3.779 -5.754 0.390
69 H -3.037 -5.233 -1.120
70 H -2.749 -4.327 0.389
71 H -1.857 -7.200 -0.092
72 H -1.229 -5.276 2.195
73 H -0.601 -6.914 2.023
74 H -2.332 -6.652 2.268
75 H -0.610 -5.823 -1.572
76 H 0.416 -6.364 -0.233
77 H -0.749 -3.587 -2.062
78 S -5.266 3.421 -0.162
79 C -4.003 2.502 0.564
80 N -3.037 2.145 -0.213
81 C -3.237 2.600 -1.506
82 C -2.391 2.373 -2.593
83 C -2.765 2.847 -3.831
84 C -3.960 3.556 -3.996
85 C -4.798 3.808 -2.929
86 C -4.428 3.320 -1.680
87 H -4.040 2.249 1.614
88 H -1.461 1.834 -2.441
89 H -2.129 2.677 -4.688
90 H -4.230 3.916 -4.980
91 H -5.716 4.365 -3.057
92 C -3.277 -1.987 -2.463
93 C -3.178 -0.987 -1.316
94 C -4.170 -1.330 -0.206
95 O -1.852 -0.954 -0.826
96 H -4.297 -2.019 -2.845
97 H -3.006 -2.980 -2.110
98 H -2.602 -1.703 -3.273
99 H -3.457 -0.007 -1.729
100 H -3.957 -2.327 0.185
101 H -5.189 -1.312 -0.592
102 H -4.083 -0.610 0.609

Properties
Highest occupied orbital energy (spin up / spin down) ... -10.065 / -10.299 eV
Energy above the lowest of the compared OMol25 structures with the same formula, charge and spin ... 0.0 kcal per mole
DFT total energy ... -80741.226 eV
⟨S²⟩ ... 6.0306
Multiplicity ... 5
E_LUMO (spin up / spin down) ... -2.3382 / -3.7319 eV
Orbital gap (spin up / spin down) ... 7.726 / 6.567 eV
Net charge ... +1

---

# 5
Formula: C18H40CaOP2Si
Source: OMol25
Level of theory: ωB97M-V/def2-TZVPD

Geometry (Å):
1 P 3.422 2.785 0.561
2 P 2.535 2.702 -2.507
3 C 4.569 3.523 -0.712
4 C 3.838 3.935 -1.996
5 H 5.324 2.761 -0.946
6 H 5.097 4.379 -0.271
7 H 3.330 4.895 -1.839
8 H 4.548 4.075 -2.822
9 C 3.511 1.728 -3.750
10 H 2.836 1.063 -4.298
11 H 4.248 1.102 -3.237
12 H 4.030 2.377 -4.466
13 C 1.579 3.778 -3.679
14 H 2.230 4.270 -4.412
15 H 1.040 4.544 -3.113
16 H 0.840 3.171 -4.212
17 C 4.694 1.970 1.639
18 H 4.216 1.599 2.551
19 H 5.502 2.658 1.917
20 H 5.123 1.112 1.112
21 C 3.103 4.296 1.592
22 H 2.450 4.986 1.049
23 H 4.032 4.817 1.857
24 H 2.586 4.003 2.511
25 Ca -1.790 -1.536 0.485
26 C -1.531 -0.020 -1.127
27 C -0.617 -1.039 -1.376
28 C 0.870 -0.970 -1.069
29 C 1.237 -1.558 0.315
30 C 0.223 -1.267 1.400
31 C -0.468 -0.073 1.580
32 C -0.262 1.185 0.753
33 C -1.236 1.297 -0.444
34 C -2.511 -2.469 2.194
35 H -2.474 -0.053 -1.669
36 H -0.924 -1.816 -2.072
37 H 1.215 0.064 -1.147
38 H 1.411 -1.532 -1.837
39 H 1.314 -2.647 0.226
40 H 2.233 -1.201 0.619
41 H 0.227 -1.970 2.230
42 H -0.983 0.060 2.528
43 H 0.774 1.233 0.407
44 H -0.409 2.056 1.401
45 H -2.191 1.698 -0.086
46 H -0.848 2.026 -1.173
47 H -3.603 -2.410 2.248
48 H -2.086 -2.031 3.106
49 H -2.234 -3.531 2.158
50 C -6.018 -3.144 2.160
51 Si -4.595 -3.943 1.224
52 C -4.010 -5.461 2.154
53 C -5.277 -4.515 -0.416
54 O -3.278 -2.813 0.877
55 H -6.835 -3.885 2.280
56 H -6.393 -2.272 1.588
57 H -5.685 -2.814 3.166
58 H -4.859 -6.163 2.278
59 H -3.204 -5.959 1.576
60 H -3.629 -5.174 3.155
61 H -5.654 -3.639 -0.983
62 H -4.475 -5.014 -0.997
63 H -6.109 -5.229 -0.243

Properties
Highest occupied orbital energy (spin up / spin down) ... -5.383 / -4.720 eV
Energy above the lowest of the compared OMol25 structures with the same formula, charge and spin ... 188.7 kcal per mole
DFT total energy ... -66247.435 eV
E_LUMO (spin up / spin down) ... 0.5280 / 0.4482 eV
Orbital gap (spin up / spin down) ... 5.911 / 5.169 eV

---

# 6
Formula: C21H44AsF8N2O21
Source: OMol25
Level of theory: ωB97M-V/def2-TZVPD

Geometry (Å):
1 N 3.162 -0.242 -3.221
2 H 2.821 -1.069 -2.751
3 H 4.150 -0.387 -3.371
4 H 2.846 0.545 -2.673
5 H 2.790 -0.251 -4.160
6 N 3.022 -2.987 1.074
7 H 2.272 -2.311 1.036
8 H 2.725 -3.809 1.580
9 H 3.693 -2.468 1.624
10 H 3.497 -3.223 0.215
11 As 1.097 0.028 0.119
12 F 2.765 -0.079 -0.477
13 F 0.939 -1.528 -0.897
14 F -0.691 -0.039 0.704
15 F 1.329 1.641 0.927
16 F 0.616 0.905 -1.279
17 F 1.738 -0.811 1.582
18 C 2.083 -2.645 4.520
19 C 1.246 -3.114 5.751
20 O 1.987 -4.227 6.225
21 C 2.856 -4.607 5.341
22 O 3.593 -5.591 5.585
23 O 2.948 -3.735 4.324
24 F 0.020 -3.487 5.309
25 H 2.541 -1.690 4.778
26 H 1.400 -2.468 3.689
27 H 1.220 -2.353 6.531
28 C -0.965 4.072 0.645
29 C -1.302 3.147 -0.475
30 O -0.856 3.949 -1.560
31 C -1.184 5.269 -1.244
32 O -1.333 6.171 -2.110
33 O -1.259 5.377 0.057
34 F -2.612 2.822 -0.525
35 H 0.103 3.879 0.752
36 H -1.556 4.018 1.559
37 H -0.744 2.212 -0.429
38 C -1.352 5.098 5.723
39 O -1.198 3.791 5.186
40 C -2.135 3.387 4.259
41 O -3.141 3.983 3.869
42 O -1.803 2.125 3.950
43 C -2.640 1.425 3.135
44 H -0.494 5.527 6.241
45 H -2.211 5.153 6.392
46 H -1.663 5.896 5.049
47 H -2.143 0.612 2.605
48 H -2.985 2.039 2.303
49 H -3.530 0.958 3.555
50 C -2.356 0.017 -2.068
51 O -2.859 -1.052 -2.870
52 C -3.990 -1.724 -2.542
53 O -4.527 -1.717 -1.421
54 O -4.318 -2.473 -3.554
55 C -5.407 -3.244 -3.374
56 H -1.609 0.639 -2.562
57 H -1.843 -0.353 -1.180
58 H -3.136 0.747 -1.853
59 H -5.543 -3.840 -4.276
60 H -6.269 -2.603 -3.191
61 H -5.195 -3.883 -2.516
62 C -2.498 -2.901 0.988
63 O -2.322 -3.822 2.116
64 C -0.995 -4.141 2.403
65 O 0.103 -3.625 2.013
66 O -1.096 -5.314 2.988
67 C -0.077 -6.242 3.012
68 H -1.585 -2.403 0.662
69 H -3.015 -1.970 1.221
70 H -3.001 -3.423 0.173
71 H -0.067 -7.084 2.320
72 H -0.147 -6.577 4.046
73 H 0.779 -5.575 3.120
74 C 2.532 7.509 -2.416
75 O 2.242 6.308 -1.776
76 C 3.084 5.306 -1.903
77 O 3.956 5.255 -2.728
78 O 2.767 4.426 -0.901
79 C 3.374 3.175 -0.628
80 H 1.683 8.193 -2.402
81 H 2.775 7.541 -3.478
82 H 3.288 8.149 -1.961
83 H 3.451 3.106 0.457
84 H 4.362 2.987 -1.048
85 H 2.655 2.401 -0.897
86 C 0.062 -3.464 -3.600
87 O -0.498 -2.871 -4.763
88 C 0.161 -1.713 -5.313
89 O 1.196 -1.154 -4.887
90 O -0.392 -1.342 -6.425
91 C 0.374 -0.457 -7.374
92 H 0.386 -4.455 -3.916
93 H -0.588 -3.691 -2.755
94 H 0.843 -2.912 -3.075
95 H 1.184 -0.998 -7.863
96 H 0.715 0.449 -6.873
97 H -0.303 -0.097 -8.150

Properties
Highest occupied orbital energy (spin up / spin down) ... -14.185 / -14.185 eV
DFT total energy ... -151027.908 eV
⟨S²⟩ ... 0.7568
Multiplicity ... 2
E_LUMO (spin up / spin down) ... -6.0514 / -12.0989 eV
Orbital gap (spin up / spin down) ... 8.134 / 2.086 eV
Net charge ... +2

---

# 7
Formula: C2H6N2O3
Source: OMol25
Level of theory: ωB97M-V/def2-TZVPD

Geometry (Å):
1 O -2.496 1.503 -0.316
2 N -2.241 0.348 -0.006
3 O -1.673 0.255 1.369
4 N -2.169 -0.672 -0.750
5 O -1.847 -1.844 -0.172
6 H -0.783 0.555 1.410
7 H -1.593 -1.590 0.756
8 C 0.655 0.390 0.291
9 C 0.148 0.239 -0.917
10 H 0.427 1.345 0.765
11 H 0.879 -0.403 0.997
12 H -0.380 1.047 -1.334
13 H 0.274 -0.612 -1.496

Properties
Highest occupied orbital energy ... -9.905 eV
Energy above the lowest of the compared OMol25 structures with the same formula, charge and spin ... 205.3 kcal per mole
DFT total energy ... -11286.424 eV
E_LUMO ... 0.2306 eV
SMILES string ... [O-]/[N+](O)=N/O.C=C
Orbital gap ... 10.135 eV

---

# 8
Formula: C5H8N6O4
Source: OMol25
Level of theory: ωB97M-V/def2-TZVPD

Geometry (Å):
1 C -0.084 -0.297 -0.887
2 C 1.324 -0.488 1.093
3 C 1.437 1.680 0.232
4 C 4.001 0.005 -0.847
5 C -1.924 1.329 -0.490
6 N -1.148 0.317 -0.516
7 N 0.660 -1.099 0.010
8 N 1.399 0.779 1.231
9 N 0.462 -0.357 -2.170
10 N 1.649 -1.362 2.051
11 N -3.264 1.161 -0.426
12 O 1.010 2.858 0.760
13 O 4.642 0.765 -0.283
14 O 1.903 1.467 -0.886
15 O 3.358 -0.845 -1.311
16 H 1.274 -1.739 -0.454
17 H 0.479 2.678 1.581
18 H 0.113 0.317 -2.817
19 H 1.445 -0.543 -2.259
20 H 0.926 -2.111 2.073
21 H 1.972 -0.932 2.854
22 H -3.551 1.925 0.137
23 H -3.758 0.211 -0.363

Properties
Highest occupied orbital energy ... -7.219 eV
Energy above the lowest of the compared OMol25 structures with the same formula, charge and spin ... 28.4 kcal per mole
DFT total energy ... -22444.748 eV
E_LUMO ... 0.4870 eV
Orbital gap ... 7.706 eV